132
Properties=species:S:1:pos:R:3 method="wB97M-V/def2-TZVPD" fmax_ev_per_a=5.4 charge=+1 orbital_gap_ev=6.72 homo_energy_ev=-11.5
C 1.74817 6.82399 0.09215
C 0.84720 5.74571 0.98095
O 0.56537 4.49227 0.25492
C -0.80906 4.12534 0.69121
C -1.15311 2.52651 0.47431
O -0.44801 1.66897 1.43955
C -0.15190 0.41223 0.73500
C -0.12853 -0.92232 1.73110
O 0.97234 -1.76509 1.25551
C 0.51815 -3.01017 0.62565
C 0.91375 -3.10185 -0.99793
C 0.51738 -4.51417 -1.77272
C 0.92711 -4.64940 -3.38650
C 1.71079 -3.34409 -4.06213
C 1.99333 -1.99990 -3.11142
N 1.59612 -1.91298 -1.64688
H 2.84794 6.72538 0.48243
H 1.69596 6.60693 -1.05759
H 1.33211 7.89975 0.37261
H -0.15125 6.29751 1.31759
H 1.50382 5.45211 1.91826
H -1.00464 4.35299 1.83387
H -1.55585 4.78056 0.04990
H -2.31243 2.39703 0.69248
H -0.97472 2.26109 -0.65142
H -0.90629 0.14546 -0.13022
H 0.94385 0.50692 0.30645
H -1.17782 -1.43275 1.78302
H 0.12297 -0.50118 2.81647
H -0.60106 -3.29234 0.81108
H 1.15729 -3.88597 1.12605
H -0.04313 -5.41930 -1.23806
H 0.71094 -5.62694 -4.02216
H 2.04954 -3.33504 -5.19419
H 2.55778 -1.07438 -3.61103
H 1.81731 -1.00868 -1.13052
C 3.13663 -4.20656 -8.64485
O 2.64779 -5.08226 -7.63073
C 2.31025 -6.31890 -8.07600
O 2.39248 -6.71320 -9.22869
O 1.86535 -7.04061 -7.01651
C 1.47189 -8.37334 -7.33812
H 3.37533 -3.24753 -8.17688
H 4.05099 -4.60779 -9.09350
H 2.37148 -4.03582 -9.40902
H 2.31972 -8.94117 -7.73455
H 0.64026 -8.36911 -8.05011
H 1.13405 -8.85736 -6.41766
C 7.41877 0.13932 -3.33865
O 6.62735 0.34601 -2.17025
C 5.59633 1.21181 -2.34019
O 5.31425 1.79689 -3.37413
O 4.93374 1.31375 -1.16040
C 3.81530 2.19840 -1.19015
H 8.21269 -0.56960 -3.08795
H 6.81417 -0.29124 -4.14326
H 7.88340 1.07679 -3.66090
H 3.06661 1.85016 -1.90889
H 4.13591 3.21814 -1.42658
H 3.36126 2.20263 -0.19542
C 7.03782 6.50393 1.79881
O 7.47608 7.71130 1.17878
C 6.47558 8.57219 0.86358
O 5.28475 8.39222 1.06471
O 7.02974 9.66783 0.28582
C 6.08801 10.66678 -0.10106
H 7.91952 5.89145 2.00662
H 6.53554 6.71752 2.74771
H 6.37904 5.94277 1.12823
H 5.54773 11.04679 0.77191
H 5.39125 10.27196 -0.84752
H 6.64072 11.49595 -0.55122
C -3.24025 -2.40205 -1.66500
O -4.03167 -2.19536 -0.49659
C -5.06269 -1.32956 -0.66653
O -5.34477 -0.74448 -1.70047
O -5.72527 -1.22762 0.51326
C -6.84372 -0.34297 0.48351
H -2.44633 -3.11097 -1.41430
H -3.84485 -2.83261 -2.46960
H -2.77562 -1.46458 -1.98724
H -7.59241 -0.69122 -0.23523
H -6.52311 0.67677 0.24708
H -7.29776 -0.33875 1.47824
C -11.71844 1.48913 1.81958
O -12.58160 0.93003 0.83136
C -11.99733 -0.01126 0.04772
O -10.84025 -0.39304 0.12724
O -12.92358 -0.45397 -0.83963
C -12.44593 -1.45564 -1.73570
H -12.28935 2.22904 2.38732
H -11.37269 0.71540 2.51250
H -10.87006 1.99619 1.34872
H -12.12925 -2.34711 -1.18491
H -11.62660 -1.06627 -2.34861
H -13.26873 -1.73556 -2.39924
C 0.03805 -9.23540 3.49763
O 1.41524 -8.86496 3.51615
C 1.82972 -8.20073 2.40778
O 1.13802 -7.91302 1.44357
O 3.14709 -7.91222 2.55822
C 3.72276 -7.20824 1.45939
H -0.18340 -9.75975 4.43130
H -0.59983 -8.34752 3.44174
H -0.16773 -9.91468 2.66409
H 3.23218 -6.23930 1.32201
H 3.66419 -7.80649 0.54439
H 4.77738 -7.03055 1.68713
C 3.90624 8.26487 7.54373
O 3.47636 9.15084 6.51199
C 4.33927 9.25476 5.46984
O 5.40581 8.67033 5.36091
O 3.80982 10.12162 4.57007
C 4.61584 10.33028 3.41197
H 3.14101 8.25924 8.32484
H 4.01219 7.24582 7.15819
H 4.84585 8.61304 7.98474
H 4.75017 9.39378 2.86123
H 5.58381 10.76094 3.68787
H 4.09642 11.03993 2.76216
C -4.13451 -2.93796 2.54110
O -4.62335 -3.81366 3.55523
C -4.96089 -5.05030 3.10995
O -4.87865 -5.44459 1.95726
O -5.40578 -5.77201 4.16944
C -5.79924 -7.10474 3.84783
H -3.89580 -1.97893 3.00908
H -3.22015 -3.33919 2.09245
H -4.89965 -2.76721 1.77693
H -4.95142 -7.67257 3.45140
H -6.63088 -7.10051 3.13584
H -6.13708 -7.58876 4.76829